15
Properties=species:S:1:pos:R:3:nbo_charge:R:1 method="wB97M-V/def2-TZVPD" e_above_lowest_ev=2.774 charge=0 homo_lumo_gap_ev=9.018 homo_ev=-8.685
H -2.83370 1.18147 0.56415 0.324
N -2.71230 0.23003 0.21541 -0.576
C -1.51950 -0.07808 -0.08394 0.106
C -0.34003 0.82727 -0.15769 -0.140
C -0.39910 2.15935 -0.05343 -0.333
C 0.92129 0.09830 -0.06348 0.221
O 2.05984 0.85454 0.04529 -0.668
C 0.87922 -1.22360 -0.03025 -0.034
C 1.07269 -2.50746 -0.01497 -0.422
H -1.41383 -1.07659 -0.50218 0.186
H 0.50226 2.74735 -0.03620 0.220
H -1.34179 2.67505 0.03441 0.196
H 2.82581 0.27122 0.08954 0.491
H 1.18781 -3.05626 0.91001 0.214
H 1.11132 -3.10260 -0.91667 0.215

---

16
Properties=species:S:1:pos:R:3:nbo_charge:R:1 method="wB97M-V/def2-TZVPD" e_above_lowest_ev=4.661 charge=0 homo_lumo_gap_ev="7.534 / 5.243" homo_ev="-7.948 / -6.784"
C -1.69401 3.56947 0.71798 -0.069
C -1.31110 1.35115 0.10100 -0.082
C -0.36653 0.35051 0.41126 -0.024
C 1.73376 -1.94743 0.33129 -0.015
C 1.92785 -2.83820 -0.90703 -0.730
N -1.09801 2.45031 0.85834 -0.428
N -0.32787 -0.90176 0.00010 -0.567
S 2.24199 -1.86957 1.80416 0.200
I -1.28200 -1.22148 -1.74969 0.263
H -1.38479 4.35845 1.43985 0.156
H -2.50959 3.91251 0.14436 0.150
H -2.01735 1.24393 -0.68154 0.184
H 0.29296 0.61226 1.22751 0.223
H 2.11070 -2.16676 -1.78080 0.250
H 0.98141 -3.32349 -1.09491 0.257
H 2.70258 -3.57991 -0.82188 0.234

---

17
Properties=species:S:1:pos:R:3:nbo_charge:R:1 method="wB97M-V/def2-TZVPD" e_above_lowest_ev=1.154 charge=0 homo_lumo_gap_ev="8.224 / 4.852" homo_ev="-10.336 / -8.524"
C 1.41434 -1.57345 -0.94808 -0.165
C 1.77717 -0.56826 -0.05768 -0.228
C 0.12562 -1.60390 -1.48327 -0.219
C 0.87201 0.39480 0.32269 -0.169
C -0.79309 -0.64897 -1.13335 -0.168
C -0.44559 0.37373 -0.20417 -0.120
C -1.43378 1.29607 0.15986 0.524
N -1.38442 2.33452 1.13039 0.447
O -2.42681 2.92138 1.35055 -0.362
O -0.31869 2.56628 1.67723 -0.406
F -2.63799 1.20470 -0.38938 -0.277
Br 1.14200 -1.91886 3.13861 -0.017
H 2.12489 -2.33770 -1.22451 0.221
H 2.77746 -0.54842 0.35025 0.228
H -0.15108 -2.38842 -2.17228 0.224
H 1.14916 1.16356 1.02602 0.258
H -1.79121 -0.66707 -1.54288 0.229